[1]
The following is a DFT calculation (wB97M-V/def2-TZVPD) of C34H37F3N5O4S2TeV as an isolated structure in a non-equilibrium geometry.

Geometry as XYZ:
```
87
Properties=species:S:1:pos:R:3:forces:R:3
V -0.57205 2.00781 1.04865 -0.2 -1.9 0.5
C -3.60268 4.25812 3.12845 0.0 0.0 0.1
C -2.72450 3.58186 2.14126 -0.1 0.1 0.1
N -1.74952 2.81288 2.46964 0.0 0.3 0.7
N -1.45536 2.54855 3.78935 0.1 -0.2 -0.5
C -0.66369 1.48791 4.06929 -0.1 0.1 -0.3
N -0.41022 1.23795 5.33068 0.2 -0.1 0.2
S -0.04921 0.48461 2.81499 0.0 0.1 0.3
C -2.86802 3.73358 0.67973 0.4 -0.3 0.1
C -3.80525 4.52317 0.07432 -0.3 0.2 -0.2
C -3.84918 4.56575 -1.31962 0.0 0.0 -0.1
C -2.95968 3.80402 -2.05060 -0.1 0.1 -0.1
C -2.02412 3.03592 -1.37552 0.0 0.1 0.4
N -1.97175 3.00973 -0.03953 -0.2 0.7 -0.4
H -3.90303 3.56631 3.91992 0.0 0.0 -0.1
H -4.50446 4.64435 2.66754 0.0 0.0 0.0
H -3.07542 5.10316 3.58678 0.0 0.0 0.0
H -1.81654 3.15483 4.50876 -0.1 0.1 0.1
H -0.73618 1.81852 6.09024 -0.1 0.0 0.0
H 0.17371 0.45241 5.57291 0.1 0.0 0.0
H -4.50469 5.10812 0.65553 0.0 0.0 0.0
H -4.57471 5.19491 -1.81917 0.0 0.0 0.0
H -2.97070 3.80915 -3.13284 0.0 0.0 0.1
H -1.29233 2.45012 -1.90728 0.1 -0.1 0.0
F -0.25818 5.49352 1.52411 0.0 -0.1 -0.1
C 0.68981 5.29888 0.60553 0.0 -0.1 0.0
F 0.13555 5.30060 -0.59769 0.0 0.0 0.0
F 1.60849 6.21192 0.69930 0.1 0.1 0.0
S 1.49389 3.61296 0.90700 0.3 0.9 -0.1
O 2.87954 3.78883 0.76044 0.1 -0.2 0.1
O 0.81292 2.68410 -0.09852 0.0 0.5 0.0
O 0.91819 3.09325 2.16926 -0.4 0.2 -0.5
C 2.95425 -3.90560 -5.86908 0.0 0.1 0.1
C 2.45006 -3.05403 -4.73365 0.1 -0.2 -0.3
C 1.10532 -2.98243 -4.42633 -0.2 -0.1 -0.1
C 0.61834 -2.18942 -3.39238 -0.1 0.0 0.1
C -0.85633 -2.11747 -3.16818 0.0 -0.3 -0.2
C 1.54120 -1.48999 -2.63094 0.1 0.1 -0.2
Te 1.23462 -0.09279 -1.03753 0.2 -0.8 -0.1
N -0.62463 0.40435 -0.26492 -0.4 0.0 0.4
C -1.82569 0.00263 0.19995 0.5 0.1 -0.3
O -2.23530 0.81940 1.09567 0.4 0.0 -0.2
C -2.74476 -1.09801 -0.11903 0.1 -0.2 0.0
C -3.05472 -1.98866 0.91183 0.2 -0.1 0.0
C -4.00163 -2.97632 0.70049 0.0 0.0 0.0
C -4.67604 -3.03951 -0.51376 -0.1 0.0 0.0
C -4.40764 -2.11627 -1.51629 -0.1 0.0 0.0
C -3.44064 -1.14373 -1.32309 0.1 0.0 -0.1
C 1.96329 -1.26277 0.56316 -0.2 0.0 0.0
C 3.03175 -0.72580 1.30008 0.0 0.1 0.1
C 3.62187 0.65329 1.10941 -0.1 -0.2 0.1
C 3.59245 -1.52247 2.29158 0.1 0.1 0.1
C 3.13169 -2.80268 2.56568 0.1 -0.1 0.2
C 3.79883 -3.66094 3.60785 -0.1 0.1 -0.1
C 2.05587 -3.28784 1.82466 0.0 -0.1 0.1
C 1.45972 -2.55666 0.81273 0.0 0.1 -0.1
C 0.35642 -3.21570 0.02490 0.3 -0.1 0.0
C 2.92035 -1.48334 -2.93491 0.2 0.1 0.3
C 3.96366 -0.66816 -2.18872 -0.2 -0.2 0.0
C 3.33484 -2.28919 -3.97908 0.2 0.0 0.0
H 2.16314 -4.50962 -6.30880 0.0 0.0 0.0
H 3.75259 -4.56708 -5.53138 0.0 0.0 0.0
H 3.38060 -3.27795 -6.65353 0.0 0.0 0.0
H 0.39346 -3.55119 -5.01748 0.0 0.1 0.0
H -1.27403 -3.09023 -2.89920 0.0 0.0 0.0
H -1.36848 -1.78161 -4.07181 0.0 0.0 0.0
H -1.07950 -1.42854 -2.37527 -0.2 0.3 0.4
H -2.53812 -1.91276 1.86393 -0.1 0.0 -0.1
H -4.23213 -3.68200 1.48924 0.0 0.0 -0.1
H -5.43347 -3.79931 -0.67017 0.1 0.1 0.0
H -4.96575 -2.14498 -2.44351 0.0 0.0 0.0
H -3.25596 -0.40358 -2.09285 0.0 0.0 0.0
H 3.20312 1.20279 0.27119 0.0 0.1 -0.1
H 4.69689 0.59524 0.93823 0.0 0.0 0.0
H 3.48059 1.25531 2.00883 0.0 0.0 0.0
H 4.43004 -1.12604 2.86009 -0.1 0.0 0.0
H 4.29673 -3.05890 4.36646 0.0 0.0 0.0
H 4.56118 -4.28391 3.13493 0.0 0.0 0.0
H 3.08934 -4.33038 4.09193 0.0 0.0 0.0
H 1.68146 -4.28557 2.03024 0.0 0.0 0.0
H -0.21053 -3.90143 0.65460 0.0 0.0 0.0
H 0.77616 -3.79722 -0.80044 0.0 0.0 0.0
H -0.34608 -2.50756 -0.39125 -0.2 0.2 -0.2
H 3.82555 0.40740 -2.32731 0.0 0.1 0.0
H 4.95719 -0.89561 -2.56719 0.0 0.0 -0.1
H 3.98518 -0.89897 -1.12005 0.0 0.0 -0.1
H 4.39305 -2.31401 -4.22245 -0.1 0.0 0.0
```
Positions in Å, forces in eV/Å.

Computed properties:
Total energy ... -114278.9285 eV
F_max ... 0.039 Eh/bohr
Total charge ... +3
Spin multiplicity ... 2

Atomic partial charges in e from the Löwdin method, atoms 1 to 2: V 0.814; C 0.046

[2]
The following is a DFT calculation (wB97M-V/def2-TZVPD) of C34H37MoN7O5S2 as an isolated structure.

Geometry as XYZ:
```
86
Properties=species:S:1:pos:R:3:forces:R:3
Mo -0.13719 -0.16524 1.12433 -0.2 0.2 0.3
C 0.56370 3.82326 2.82753 0.0 0.0 0.0
C 0.93422 2.40784 2.52366 0.0 0.0 0.0
N 0.08137 1.64449 1.93770 0.0 0.0 0.0
N -1.20602 2.03885 1.61102 0.1 -0.1 0.1
C -1.46013 1.92684 0.32816 -0.1 0.1 -0.2
S -0.37672 1.14285 -0.81261 0.1 0.0 0.0
S -3.07806 2.42009 -0.13588 0.1 0.1 0.0
C -2.71945 3.18213 -1.76758 0.0 0.0 0.0
C -1.67076 4.25930 -1.68701 0.0 0.0 0.0
C -0.51080 4.16148 -2.44650 0.0 0.0 0.0
C 0.46537 5.14648 -2.36763 0.0 0.0 0.0
C 0.28697 6.23429 -1.52813 0.0 0.0 0.0
C -0.87630 6.34314 -0.77406 0.0 0.0 0.0
C -1.84967 5.36133 -0.85302 0.0 0.0 0.0
C 2.23794 1.81747 2.77978 0.0 0.0 0.0
C 3.20898 2.48395 3.54538 0.0 0.0 0.0
C 4.45285 1.93432 3.75530 0.0 0.0 0.0
C 4.77204 0.70077 3.18449 0.0 0.0 0.0
C 3.84520 0.02662 2.41919 0.0 0.0 0.0
C 2.57522 0.57089 2.21789 0.0 0.0 0.0
O 1.72179 -0.13424 1.45768 0.2 0.0 0.0
H 0.66945 4.42019 1.91736 0.0 0.0 0.0
H 1.19002 4.25941 3.59760 0.0 0.0 0.0
H -0.47994 3.87679 3.13272 0.0 0.0 0.0
H -3.69222 3.58851 -2.04948 0.0 0.0 0.0
H -2.45246 2.41216 -2.48998 0.0 0.0 0.0
H -0.37366 3.32201 -3.11879 0.0 0.0 0.0
H 1.35905 5.06638 -2.97227 0.0 0.0 0.0
H 1.04218 7.00709 -1.47304 0.0 0.0 0.0
H -1.03010 7.20292 -0.13519 0.0 0.0 0.0
H -2.75520 5.45070 -0.26401 0.0 0.0 0.0
H 2.98139 3.44605 3.98077 0.0 0.0 0.0
H 5.18313 2.46265 4.35160 0.0 0.0 0.0
H 5.75433 0.27378 3.33686 0.0 0.0 0.0
H 4.07743 -0.92323 1.95538 0.0 0.0 0.0
O -3.39915 -2.57088 1.08208 0.0 0.0 -0.1
C -2.91946 -1.62410 0.49362 -0.1 -0.1 0.0
O -1.94554 -0.89073 0.90896 -0.1 0.1 0.0
C -3.48080 -1.20613 -0.87037 0.0 -0.1 0.0
N -4.68092 -2.09564 -1.10300 0.0 0.0 0.0
C -4.41324 -2.95369 -2.32000 0.0 0.0 0.0
C -2.89676 -2.96064 -2.41040 0.0 0.0 0.0
C -2.52735 -1.52783 -2.02898 -0.3 -0.1 0.3
H -3.78260 -0.16062 -0.83152 0.0 0.0 0.0
H -5.54906 -1.57125 -1.18285 0.0 0.0 0.0
H -4.71963 -2.68054 -0.24646 0.0 0.0 0.0
H -4.86574 -2.45803 -3.17675 0.0 0.0 0.0
H -4.87862 -3.92480 -2.17611 0.0 0.0 0.0
H -2.55600 -3.23278 -3.40659 0.0 0.0 0.0
H -2.47622 -3.67387 -1.69921 0.0 0.0 0.0
H -2.72216 -0.84972 -2.86144 -0.3 0.0 0.3
H -1.48398 -1.40686 -1.74178 -0.1 -0.1 0.0
C 0.24905 -4.52908 0.37922 0.0 0.0 0.0
C -0.09994 -3.28298 0.85727 0.1 0.0 0.1
N 0.45245 -2.15946 0.36431 -0.1 0.0 -0.1
C 1.33600 -2.25093 -0.63027 -0.1 -0.1 -0.1
C 1.69927 -3.45928 -1.21161 -0.1 0.0 0.0
C 1.16601 -4.61818 -0.65816 -0.1 0.0 0.0
C 2.65413 -3.53179 -2.32930 0.1 0.0 0.0
C 2.71730 -2.78600 -3.43260 0.0 -0.1 0.0
C 1.77456 -1.77486 -3.94592 0.0 0.0 0.0
C 2.19497 -0.90212 -4.94250 0.0 0.1 0.0
C 1.27197 0.01199 -5.42336 0.0 0.0 0.0
N 0.01518 0.04377 -4.98589 0.0 0.0 0.0
C -0.29375 -0.85470 -4.05999 0.0 0.1 -0.1
N 0.50901 -1.75040 -3.50295 0.0 0.0 0.1
H -0.18413 -5.41413 0.82369 0.0 0.0 0.0
H -0.79750 -3.16367 1.67566 -0.1 0.0 -0.1
H 1.76471 -1.32114 -0.97139 0.0 0.1 -0.1
H 1.44912 -5.58492 -1.05648 0.0 0.0 0.0
H 3.39568 -4.31790 -2.23089 0.1 0.1 0.0
H 3.55500 -2.97572 -4.09435 0.0 0.0 0.0
H 3.20474 -0.93371 -5.32723 0.0 0.0 0.0
H 1.54080 0.72960 -6.18957 0.0 0.0 0.0
H -1.32651 -0.85684 -3.72323 0.6 0.1 -0.4
N 1.32067 -2.10916 6.15512 0.0 0.0 0.0
C 1.27124 -1.29137 4.95526 0.0 0.0 0.0
C 0.07004 -1.70111 4.11989 -0.1 0.0 0.1
O -0.58692 -2.73238 4.56224 0.0 0.0 -0.1
O -0.28212 -1.11148 3.10827 0.1 -0.2 -0.1
H 1.07698 -1.59645 6.99137 0.0 0.0 0.0
H 2.21909 -2.54688 6.29989 0.0 0.0 0.0
H -0.12702 -2.97923 5.41066 0.1 0.0 0.0
H 2.15531 -1.43529 4.33059 0.0 0.0 0.0
H 1.19791 -0.21839 5.14380 0.0 0.0 0.0
```
Positions in Å, forces in eV/Å.

Computed properties:
Total energy ... -80042.1494 eV
F_max ... 0.015 Eh/bohr
Energy relative to the best compared isomer or geometry (same formula, charge and spin) ... 3.1 kcal per mole
Total charge ... +2

Atomic partial charges in e from the Löwdin method, atoms 1 to 2: Mo 1.566; C 0.027

[3]
The following is a DFT calculation (wB97M-V/def2-TZVPD) of C34H37N5OsSTe as an isolated structure in a non-equilibrium geometry.

Geometry as XYZ:
```
79
Properties=species:S:1:pos:R:3:forces:R:3
Os 0.08698 0.03466 1.01474 0.9 -0.4 0.3
C 4.03909 3.68024 3.26302 0.0 1.3 0.7
C 4.22440 2.50861 2.57262 0.0 -0.7 -0.2
C 3.14906 1.61850 2.42028 0.3 0.3 -0.7
C 1.89684 1.94302 2.93045 -0.7 -0.3 -0.1
C 1.72145 3.13552 3.68421 -0.9 -2.1 0.4
C 2.80366 3.92235 3.89664 0.3 0.7 -0.9
N 0.78295 1.04405 2.77915 2.2 0.8 -2.5
N 0.12161 0.90522 3.90422 -2.7 -1.7 1.8
C -0.85676 -0.02177 3.75628 0.9 0.6 -0.8
C -1.48473 -0.58312 4.89466 -1.5 -0.6 0.6
C -2.60187 -1.39717 4.80580 1.2 1.0 -0.7
C -3.05621 -1.70299 3.51680 -0.2 -0.3 -0.2
C -2.39011 -1.28228 2.36033 0.4 0.4 -1.6
C -1.26929 -0.47647 2.40927 -0.6 -0.5 1.4
H 4.79283 4.49688 3.32734 -0.4 -1.1 0.0
H 5.20557 2.23883 2.17968 -0.3 0.1 0.0
H 3.28329 0.72013 1.81918 -0.1 0.0 0.3
H 0.74443 3.24860 4.18145 0.7 0.3 -0.4
H 2.62889 4.82890 4.41981 0.2 0.7 0.6
H -1.10687 -0.28202 5.83602 0.3 0.2 0.8
H -3.14851 -1.77831 5.64517 0.1 0.0 0.4
H -3.90772 -2.34512 3.38993 -0.3 -0.1 0.0
H -2.78553 -1.59452 1.36683 0.4 0.1 0.9
C -4.56378 -0.85678 -0.88736 -0.2 0.0 0.1
C -3.21735 -0.21883 -1.22993 0.2 -0.4 0.1
C -2.35852 -1.07117 -2.13585 -0.2 0.0 -1.0
C -2.98469 -1.40107 -3.37526 0.1 1.3 0.7
C -2.37358 -2.17409 -4.33161 -0.5 0.3 -0.1
C -1.08738 -2.57668 -4.06477 0.7 -0.5 -0.6
C -0.36478 -2.18793 -2.94185 -0.1 -0.1 0.1
C 1.12074 -2.43726 -3.02148 1.9 0.7 -0.3
C 1.59922 -3.74830 -3.68223 -0.2 -0.4 -0.2
C -1.02468 -1.48523 -1.88061 -1.4 -0.8 -0.7
N -0.44425 -1.50946 -0.54965 0.0 1.5 0.1
C 0.13185 -2.64713 -0.26751 1.5 -1.0 0.6
C 1.07406 -2.75421 0.80700 -1.1 0.5 -0.7
C 1.93724 -3.76218 1.27589 -0.6 0.5 -0.7
C 2.48162 -3.30638 2.46945 -0.3 0.9 0.6
C 1.93948 -2.02463 2.67031 -0.5 0.0 -0.2
N 1.09227 -1.63867 1.65782 1.2 -1.3 -0.2
H -5.19364 -0.09189 -0.40382 -0.1 -0.4 -0.4
H -4.43290 -1.66027 -0.16369 0.0 -0.2 0.0
H -5.05394 -1.30553 -1.78666 0.3 0.6 0.8
H -2.64041 0.05201 -0.36466 0.1 -0.2 0.9
H -3.39899 0.76085 -1.65595 -0.1 0.1 -0.7
H -3.94160 -0.90058 -3.58386 0.3 -0.5 0.1
H -2.84488 -2.38656 -5.30487 0.2 0.0 0.7
H -0.62879 -3.22643 -4.81489 0.2 0.4 0.3
H 1.64483 -2.34870 -2.05993 -0.4 0.0 0.0
H 1.56735 -1.59125 -3.62198 -0.5 -0.6 0.5
H 1.03463 -4.58073 -3.22779 0.4 0.1 -0.3
H 2.69759 -3.96835 -3.60644 -1.0 0.5 0.2
H 1.37113 -3.74066 -4.76185 0.1 -0.1 0.5
H -0.05099 -3.53038 -0.89829 0.0 0.5 0.2
H 2.17306 -4.65301 0.72749 -0.1 -0.4 0.1
H 3.12837 -3.81850 3.19164 -0.3 0.3 -0.6
H 2.06560 -1.40579 3.52683 0.2 0.5 0.4
C 3.66018 -0.32235 -1.38085 -0.1 -0.9 -0.2
Te 1.85230 0.80046 -1.06350 1.2 0.3 -0.7
C 2.98476 2.67338 -1.16486 -0.8 -0.8 0.3
H 4.40784 -0.07096 -0.62615 -0.2 0.1 -0.1
H 4.04612 -0.08701 -2.40624 -0.5 -0.3 0.9
H 3.38391 -1.39959 -1.26983 0.4 0.9 -0.3
H 3.95116 2.40239 -1.57761 -0.1 0.1 -0.2
H 3.08191 3.04547 -0.16500 0.1 0.3 0.5
H 2.38912 3.32851 -1.78010 0.2 0.2 -0.2
S -1.08346 2.11243 0.93964 0.1 -0.4 -0.3
C -1.53450 2.74618 -0.58781 -0.6 1.6 -1.5
N -2.12601 4.00884 -0.57719 -0.9 -1.9 -0.6
C -2.66110 4.59244 -1.70545 0.9 0.7 1.2
C -2.36072 4.09878 -2.93838 -0.2 0.3 0.2
C -1.60036 2.94079 -3.01459 -0.2 -0.4 -0.1
C -1.32643 2.22713 -1.88642 1.5 -0.9 1.7
H -2.51917 4.26140 0.32185 0.3 0.6 0.1
H -3.13251 5.56332 -1.50866 -0.1 -0.6 -0.3
H -2.72216 4.58834 -3.81472 -0.1 0.3 -0.4
H -1.24123 2.55152 -3.95390 -0.2 0.0 -0.3
H -0.77699 1.27257 -1.91774 -0.5 0.5 -0.3
```
Positions in Å, forces in eV/Å.

Computed properties:
Total energy ... -63885.7789 eV
F_max ... 0.072 Eh/bohr
Energy relative to the best compared isomer or geometry (same formula, charge and spin) ... 0.0 kcal per mole
Total charge ... +2
Spin multiplicity ... 5

Atomic partial charges in e from the Löwdin method, atoms 1 to 2: Os 1.180; C -0.043